C18H26ClN3O3 in the gas phase. Source: OMol25; level of theory: ωB97M-V/def2-TZVPD.

Element x y z (Å)
C  3.3189  3.9449  1.1605
O  3.0034  3.2958  -0.0426
C  3.4758  1.9637  -0.0895
C  3.1190  1.3671  -1.4448
H  3.4685  2.0505  -2.2205
C  3.7382  -0.0164  -1.6682
N  3.1373  -1.0124  -0.7978
C  2.5999  -2.1596  -1.5135
C  2.1448  -3.2496  -0.5359
C  1.7885  -2.6227  0.8160
N  0.7579  -1.6206  0.6584
C  -0.5494  -1.9539  0.6408
O  -0.9441  -3.0890  0.8546
C  -1.4934  -0.8389  0.3588
C  -1.1780  0.5173  0.3236
C  -2.1447  1.4818  0.0581
C  -3.4697  1.1529  -0.1946
N  -4.4328  2.1028  -0.4042
H  -4.1322  3.0023  -0.7373
H  -5.3092  1.7609  -0.7669
C  -3.7809  -0.2182  -0.1481
C  -2.8305  -1.1729  0.1217
H  -3.0920  -2.2194  0.1587
Cl  -5.4221  -0.7031  -0.4542
C  -1.4946  2.8380  0.0870
H  -2.0031  3.5287  0.7600
H  -1.4651  3.2861  -0.9104
C  -0.0861  2.4853  0.5921
H  0.0473  2.7923  1.6361
H  0.7147  2.9210  -0.0081
O  0.0493  1.0607  0.5400
H  1.0638  -0.7131  0.3412
C  3.0428  -1.9899  1.4268
C  3.9550  -1.4384  0.3208
H  4.5201  -0.5852  0.6981
H  4.6838  -2.2085  0.0114
H  3.5862  -2.7300  2.0146
H  2.7348  -1.1868  2.0970
H  1.3746  -3.3928  1.4758
H  2.9371  -3.9827  -0.3789
H  1.2761  -3.7714  -0.9361
H  1.7492  -1.8068  -2.1041
H  3.3426  -2.5859  -2.2122
H  3.5676  -0.2968  -2.7120
H  4.8250  0.0400  -1.5189
H  2.0348  1.2874  -1.5210
H  4.5688  1.9575  0.0521
H  3.0163  1.3771  0.7186
H  2.8809  3.4234  2.0211
H  2.9048  4.9491  1.0942
H  4.4047  4.0073  1.3058

SMILES   COCCCN1CCC(NC(=O)c2cc(Cl)c(N)c3c2OCC3)CC1
LUMO   0.63 eV
Molar mass   367.88 g mol⁻¹
Calculated total energy   -42223.848 eV
E_HOMO   -8.1 eV
Kohn-Sham gap   8.693 eV